Version A
Formula: C5H4N2O
Source: OMol25
Level of theory: ωB97M-V with the def2-TZVPD basis set

The geometry in ORCA input format:
```
! wB97M-V def2-TZVPD RIJCOSX def2/J DEFGRID3
* xyz 0 1
C -0.35459 0.93185 -0.20021
C -0.64375 -1.28334 -0.03131
C 0.37662 -0.31729 -0.33721
C 1.73811 -0.28253 -0.18218
C 2.97473 0.00881 0.05688
H -0.76904 2.80206 0.56955
H -2.84944 -1.18575 0.43145
H -0.73523 -2.38289 0.00386
H 3.93605 -0.41543 0.01614
N -0.09368 2.12697 -0.10514
N -1.91370 -0.69323 -0.07497
O -1.66609 0.69076 -0.14684
*
```

Properties
SMILES	[H]/N=c1\o[nH]cc1C#C
HOMO	-8.06	eV

Version B
Formula: C5H4N2O
Source: OMol25
Level of theory: ωB97M-V with the def2-TZVPD basis set

The geometry in ORCA input format:
```
! wB97M-V def2-TZVPD RIJCOSX def2/J DEFGRID3
* xyz 0 1
C -1.82442 0.30784 -0.01998
C -0.23978 -0.92535 -0.07946
C 1.79986 -0.80026 -0.04379
C 0.69173 1.16416 -0.03565
C -0.41379 0.43371 0.03261
H -2.53591 0.74460 -0.64783
H -2.29388 0.57226 0.88503
H 2.84537 -1.26049 -0.15167
H 1.03826 2.23038 0.30632
N 0.77963 -1.72270 0.15386
N 1.76813 0.39908 -0.20968
O -1.61520 -1.14322 -0.18976
*
```

Properties
HOMO	-9.82	eV

Version C
Formula: C5H4N2O
Source: OMol25
Level of theory: ωB97M-V with the def2-TZVPD basis set

The geometry in ORCA input format:
```
! wB97M-V def2-TZVPD RIJCOSX def2/J DEFGRID3
* xyz 0 1
C 2.13153 -1.07632 0.34225
C -1.38821 -0.62205 -0.32328
C 1.74701 -0.72168 1.53417
C -1.14738 1.79717 -0.44112
C -1.65869 0.72442 0.17050
N 2.57589 -1.09980 -0.83246
N -1.23390 -1.70631 -0.67452
O 1.10870 -0.52948 2.52394
H -0.63781 1.55697 -1.42513
H 2.37592 -1.88458 -1.50580
H -1.46092 2.77326 -0.30527
H -2.41216 0.78840 0.93672
*
```

Properties
SMILES	N=C=C=O.C=CC#N
HOMO (alpha / beta)	-8.36 / -8.36	eV

Most stable to least stable: version B, version C, version A

Version A
Formula: C2H3ClS
Source: OMol25
Level of theory: ωB97M-V with the def2-TZVPD basis set

The geometry in ORCA input format:
```
! wB97M-V def2-TZVPD RIJCOSX def2/J DEFGRID3
* xyz 0 1
C -0.44076 2.86569 1.47850
C -0.34823 0.03266 -1.07447
S 0.08927 4.29893 1.66473
Cl 1.05836 1.25944 -0.92259
H -0.62945 -0.42105 -0.13362
H 0.15350 -0.70019 -1.61173
H -1.26306 0.48494 -1.73154
*
```

Properties
HOMO	-10.42	eV

Version B
Formula: C2H3ClS
Source: OMol25
Level of theory: ωB97M-V with the def2-TZVPD basis set

The geometry in ORCA input format:
```
! wB97M-V def2-TZVPD RIJCOSX def2/J DEFGRID3
* xyz 0 1
C 3.23478 -0.80875 -0.22276
C 3.06560 -2.02254 -0.32533
S -0.02384 1.27392 0.02593
Cl 3.64314 0.75821 -0.04837
H 2.81696 -2.98385 -0.72552
H -1.30702 0.88498 0.02928
H 0.27308 0.00457 0.03186
*
```

Properties
SMILES	C#CCl.S
HOMO	-9.73	eV

Version C
Formula: C2H3ClS
Source: OMol25
Level of theory: ωB97M-V with the def2-TZVPD basis set

The geometry in ORCA input format:
```
! wB97M-V def2-TZVPD RIJCOSX def2/J DEFGRID3
* xyz 0 1
C 0.32011 0.34255 -0.27119
C -0.58145 -0.68916 0.44385
H -0.15214 1.16826 -0.65214
H 0.67347 0.21050 -1.19284
H -0.29156 -0.61942 1.55571
S -1.48502 -1.63374 -0.51808
Cl 1.51659 1.22102 0.63468
*
```

Properties
SMILES	S=CCCl
HOMO	-9.28	eV

Most stable to least stable: version C, version B, version A

Version A
Formula: C7H11N2
Source: OMol25
Level of theory: ωB97M-V with the def2-TZVPD basis set

The geometry in ORCA input format:
```
! wB97M-V def2-TZVPD RIJCOSX def2/J DEFGRID3
* xyz 1 3
C 0.99216 1.84828 1.32960
C 1.76846 0.99772 0.61466
C -0.35596 0.42006 0.21978
C -1.51557 -0.30998 -0.13838
C -1.52308 -1.39999 -0.89301
C 3.27617 0.79112 0.52092
C -2.75832 -2.01110 -1.41434
N 0.91236 0.06586 0.03147
N -0.36143 1.48834 1.03805
H 1.18933 2.69974 2.02274
H -2.49040 -0.12861 0.20689
H -0.70764 -1.74806 -1.38621
H 3.49323 -0.04235 1.06044
H 3.50295 0.66431 -0.44115
H 3.79498 1.53139 1.19411
H -2.60938 -2.93884 -1.93614
H -3.62013 -2.19168 -0.61778
H -3.22520 -1.27805 -2.09247
H 1.32411 -0.60846 -0.61869
H -1.08662 2.15032 1.29950
*
```

Properties
HOMO (alpha / beta)	-9.84 / -14.06	eV
⟨S²⟩	2.008

Version B
Formula: C7H11N2
Source: OMol25
Level of theory: ωB97M-V with the def2-TZVPD basis set

The geometry in ORCA input format:
```
! wB97M-V def2-TZVPD RIJCOSX def2/J DEFGRID3
* xyz 1 3
C 0.41453 0.83488 -0.15349
C 1.41763 1.67616 -0.39023
C -1.84386 0.08252 -1.08069
C 0.43193 -0.64542 -0.48006
C -1.95122 0.61317 0.33400
C -1.58445 -0.76477 0.79126
C 1.23689 -1.51572 0.52642
N -0.96808 -0.92533 -0.40994
N -0.69050 1.24389 0.58092
H 1.39292 2.65621 -0.15348
H 2.31939 1.39571 -1.06075
H -2.73998 -0.15234 -1.58530
H -1.36354 0.64606 -1.79368
H 0.83640 -0.79767 -1.42510
H -2.84793 1.30406 0.62103
H -1.40203 -1.27409 1.69807
H 0.70928 -2.43446 0.55668
H 1.49861 -1.09058 1.46257
H 2.22615 -1.73155 0.06900
H -0.57860 1.58386 1.62148
*
```

Properties
HOMO (alpha / beta)	-11.22 / -13.69	eV
⟨S²⟩	2.029

Most stable to least stable: version A, version B